one:
Formula: CH3ClNO2S
Source: the OMol25 dataset
Level of theory: ωB97M-V with the def2-TZVPD basis set

Computed properties:
- LUMO (spin up / spin down): 3.539 / 3.539 eV
- Gap between HOMO and LUMO (spin up / spin down): 0.230 / 0.230 Eh
- HOMO energy (spin up / spin down): -2.7 / -2.7 eV

```
! RIJCOSX wB97M-V def2-TZVPD def2/J DEFGRID3
* xyz -1 1
C 1.72078 -2.11263 -1.09233
N 1.07048 -1.08493 -0.89764
O -1.51596 -0.16349 1.60361
O 0.03528 1.10172 -0.34393
S 1.37979 0.35399 -0.27383
Cl 3.48562 -2.28676 -0.75732
H -1.08846 -0.58906 2.37669
H 1.40376 -2.99657 -1.79167
H -0.88598 0.18461 0.93168
*
```

Calculated atomic charges, method Löwdin, unit e: -0.78, -0.42, -0.14, -0.75, 0.66, 0.39, 0.02, 0.07, -0.05

two:
Formula: CH3ClNO2S
Source: the OMol25 dataset
Level of theory: ωB97M-V with the def2-TZVPD basis set

Computed properties:
- LUMO (spin up / spin down): 3.599 / 3.605 eV
- Gap between HOMO and LUMO (spin up / spin down): 0.229 / 0.230 Eh
- HOMO energy (spin up / spin down): -2.6 / -2.7 eV

```
! RIJCOSX wB97M-V def2-TZVPD def2/J DEFGRID3
* xyz -1 1
C 0.13634 -0.13320 -0.02390
N 0.95118 -1.08491 -0.70040
O 3.90390 0.95503 -0.97370
O 2.54472 0.77061 1.07001
S 3.42532 0.08567 0.10534
Cl 1.18858 -2.58238 0.11181
H -0.75699 -0.72979 0.26909
H 0.41001 0.35415 0.95818
H 0.04832 0.64406 -0.84185
*
```

Calculated atomic charges, method Löwdin, unit e: -0.41, -0.70, -0.54, -0.56, 0.76, 0.29, 0.03, 0.04, 0.08

Relative stability in kcal/mol, measured from the most stable structure: one 0.0; two 36.5

one:
Formula: C34H64AlF6O14S2
Source: the OMol25 dataset
Level of theory: ωB97M-V with the def2-TZVPD basis set

Computed properties:
- LUMO: -9.415 eV
- Gap between HOMO and LUMO: 0.064 Eh
- HOMO energy: -11.1 eV

```
! RIJCOSX wB97M-V def2-TZVPD def2/J DEFGRID3
* xyz 1 1
Al 3.20747 -1.83915 -1.09437
C -0.94938 0.92119 -0.46477
F -0.09971 1.95258 -0.39983
F -1.61123 0.83815 0.68692
F -1.79590 1.14380 -1.45176
S 0.01381 -0.62387 -0.73278
O 0.79838 -0.36515 -1.93636
O 0.99057 -0.74963 0.35795
O -0.94731 -1.68637 -0.79603
C 2.06934 1.03931 -5.42109
F 1.70685 0.98095 -6.69272
F 3.04467 1.94125 -5.30627
F 1.01858 1.33187 -4.66945
S 2.75034 -0.60761 -4.90724
O 3.93148 -0.82329 -5.69691
O 3.05504 -0.48478 -3.47355
O 1.69445 -1.55514 -5.16439
C -0.73493 -4.41827 -2.96735
C -0.05307 -5.35045 -1.96848
C 1.42150 -4.95721 -2.04128
O 1.33223 -3.53640 -2.18699
C 0.30460 -3.27025 -3.15028
H -1.68549 -4.01389 -2.63262
H -0.89303 -4.86516 -3.94954
H -0.15672 -6.42671 -2.10851
H -0.49271 -5.10917 -1.00028
H 1.91731 -5.37722 -2.92010
H 1.91980 -5.27818 -1.12908
H 0.55887 -3.14208 -4.19852
H -0.16897 -2.33816 -2.86706
C 4.74490 0.13236 3.45635
C 3.38907 0.86431 3.57779
C 2.61750 0.33195 2.35775
O 3.34486 -0.74052 1.78698
C 4.37079 -1.12612 2.69860
H 5.13785 -0.11935 4.44267
H 5.53953 0.70949 2.98115
H 3.48812 1.94235 3.63979
H 2.96603 0.44457 4.49033
H 2.48066 1.11879 1.60942
H 1.59012 0.09321 2.64626
H 5.21609 -1.44213 2.08021
H 4.12610 -1.94388 3.38233
C -4.05170 -1.62819 3.97474
C -3.37423 -1.08568 2.69396
C -1.89545 -1.43230 2.83419
O -1.79736 -2.38326 3.88461
C -2.88001 -2.13607 4.78543
H -4.69935 -2.43403 3.62828
H -4.71243 -0.91695 4.46457
H -3.49988 -0.02747 2.45090
H -3.86505 -1.55434 1.83584
H -1.35021 -0.54171 3.19420
H -1.38042 -1.75929 1.93245
H -2.50812 -1.38237 5.49436
H -3.05194 -3.05363 5.34524
C -1.09926 3.19891 3.43550
C 0.19057 3.63728 2.76323
C 0.27467 5.10721 3.13103
O -1.09183 5.55333 3.02979
C -1.96112 4.48285 3.39309
H -0.94880 2.85568 4.45852
H -1.61652 2.40576 2.89364
H 0.13068 3.58803 1.67445
H 1.08164 3.09827 3.09593
H 0.77047 5.73037 2.38764
H 0.63694 5.31147 4.14311
H -2.73908 4.41792 2.63398
H -2.39218 4.64778 4.38301
C -2.29000 4.53328 -2.29510
C -2.40927 3.92446 -3.66203
C -1.87298 4.93437 -4.65231
O -0.91953 5.67834 -3.89707
C -1.11387 5.53207 -2.48607
H -2.14750 3.78568 -1.51534
H -3.17402 5.08334 -1.96023
H -3.34739 3.43018 -3.90484
H -1.61723 3.16119 -3.68816
H -2.61476 5.58250 -5.13468
H -1.39507 4.41099 -5.48510
H -1.45380 6.50009 -2.12037
H -0.22822 5.15736 -1.97328
C 2.85719 3.30166 -1.32117
C 3.66274 3.22491 -0.01768
C 4.58895 2.04305 -0.23786
O 3.83309 1.13178 -1.04496
C 3.06941 1.91466 -1.93506
H 3.13317 4.15591 -1.93308
H 1.80700 3.43774 -1.05571
H 3.04641 3.05222 0.86844
H 4.21807 4.12084 0.26526
H 4.92532 1.56185 0.67985
H 5.48531 2.32120 -0.80794
H 2.18225 1.40826 -2.30609
H 3.62315 2.05990 -2.88712
C 2.23421 -4.14996 3.15474
C 0.87648 -3.67019 2.60305
C 0.98741 -4.04440 1.12844
O 2.33343 -3.62863 0.84996
C 3.08494 -4.29273 1.88277
H 2.11226 -5.07067 3.72052
H 2.59245 -3.36166 3.81458
H 0.78110 -2.58118 2.60048
H 0.00419 -4.01421 3.15543
H 0.20088 -3.56575 0.54982
H 0.88951 -5.13290 1.02003
H 4.05003 -3.83450 2.09005
H 3.21244 -5.33010 1.56868
C -6.04803 -0.78021 -1.85081
C -4.50793 -0.76129 -1.64709
C -4.15763 -2.21829 -1.40595
O -5.30061 -2.80864 -0.80269
C -6.44041 -2.17597 -1.36374
H -6.24791 -0.57676 -2.89862
H -6.43468 0.02198 -1.22552
H -4.24690 -0.25098 -0.71927
H -3.97765 -0.34719 -2.50109
H -3.25443 -2.40401 -0.82188
H -3.91997 -2.82568 -2.30001
H -7.27833 -2.15165 -0.67124
H -6.72179 -2.78782 -2.23149
*
```

Löwdin atomic charge list, values in e, 99 entries: 1.45, -0.65, 0.13, 0.15, 0.17, 0.50, -0.34, -0.30, -0.26, -0.66, 0.18, 0.15, 0.17, 0.55, -0.18, -0.31, -0.22, -0.10, -0.14, -0.17, -0.20, -0.16, 0.10, 0.12, 0.13, 0.10, 0.14, 0.11, 0.11, 0.09, -0.15, -0.12, -0.21, -0.18, -0.20, 0.12, 0.11, 0.11, 0.12, 0.10, 0.12, 0.13, 0.11, -0.14, -0.15, -0.21, -0.16, -0.19, 0.11, 0.11, 0.10, 0.10, 0.11, 0.09, 0.12, 0.12, -0.16, -0.18, -0.19, -0.15, -0.19, 0.11, 0.09, 0.10, 0.10, 0.12, 0.12, 0.12, 0.12, -0.17, -0.18, -0.20, -0.13, -0.17, 0.09, 0.11, 0.12, 0.11, 0.12, 0.11, 0.12, 0.10, -0.11, -0.14, -0.15, -0.14, -0.20, 0.12, 0.09, 0.09, 0.12, 0.12, 0.14, 0.09, 0.14, -0.12, -0.13, -0.19, -0.23

two:
Formula: C34H64AlF6O14S2
Source: the OMol25 dataset
Level of theory: ωB97M-V with the def2-TZVPD basis set

Computed properties:
- LUMO: -9.170 eV
- Gap between HOMO and LUMO: 0.065 Eh
- HOMO energy: -10.9 eV

```
! RIJCOSX wB97M-V def2-TZVPD def2/J DEFGRID3
* xyz 1 1
Al -1.16787 -2.66746 0.70608
C 2.85884 -1.63095 3.19325
F 3.98323 -1.47312 2.49901
F 3.18421 -1.94486 4.43099
F 2.16344 -0.51725 3.11541
S 1.85164 -3.01488 2.39304
O 2.58329 -4.22334 2.67712
O 0.48838 -3.03776 2.96346
O 1.70216 -2.68404 0.97386
C 2.21449 0.85305 0.03092
F 2.77163 1.33775 1.12297
F 2.25638 1.72067 -0.96437
F 2.79250 -0.27472 -0.32863
S 0.34261 0.54441 0.37109
O -0.10674 -0.40399 -0.66126
O 0.20288 -0.10983 1.66991
O -0.31955 1.82684 0.27162
C 2.20897 -3.17358 -3.38439
C 1.01631 -3.91213 -3.94085
C 0.31852 -4.39869 -2.69457
O 0.43567 -3.28689 -1.81091
C 1.72834 -2.66281 -2.02869
H 2.49677 -2.35343 -4.04225
H 3.07653 -3.82920 -3.30732
H 1.27099 -4.75519 -4.58454
H 0.39512 -3.23960 -4.53715
H 0.89080 -5.27018 -2.35507
H -0.67170 -4.78488 -2.93368
H 2.39146 -2.99345 -1.22539
H 1.58613 -1.58507 -2.02036
C -5.42224 -0.25653 0.40086
C -4.72878 0.98746 0.93039
C -3.23752 0.73039 0.74622
O -3.11381 -0.59527 0.20657
C -4.32612 -0.89999 -0.46897
H -6.30218 -0.04508 -0.20586
H -5.73063 -0.91223 1.21533
H -5.01300 1.24922 1.94989
H -4.96051 1.89424 0.36728
H -2.70581 0.84369 1.69121
H -2.81622 1.45943 0.05379
H -4.43136 -1.96939 -0.65284
H -4.36309 -0.51900 -1.49723
C -4.49717 3.92016 -2.54461
C -3.16004 3.66018 -1.92279
C -2.75146 2.33701 -2.58800
O -3.95411 1.62678 -2.88473
C -5.06641 2.52376 -2.73900
H -4.38079 4.43003 -3.50316
H -5.14675 4.54273 -1.92965
H -3.28032 3.48998 -0.84768
H -2.40736 4.43428 -2.05804
H -1.95340 1.75645 -2.12294
H -2.28943 2.63722 -3.53869
H -5.67981 2.26569 -1.87077
H -5.68059 2.47361 -3.63786
C 2.62128 2.05579 4.60866
C 2.05663 1.22089 5.72032
C 0.87739 2.00250 6.24823
O 0.40392 2.62788 5.05356
C 1.36963 2.71305 4.01292
H 3.16332 1.51349 3.83698
H 3.27146 2.86513 4.94906
H 2.77938 0.96669 6.49831
H 1.76989 0.26567 5.27820
H 1.12487 2.71595 7.03965
H 0.12891 1.35615 6.71109
H 1.49861 3.76954 3.77362
H 1.06341 2.16403 3.11652
C 6.40136 0.85941 0.97274
C 7.38239 0.42932 2.07531
C 7.93145 1.73546 2.58607
O 7.03690 2.78087 2.15120
C 5.92054 2.23620 1.46267
H 5.54976 0.19060 0.83640
H 6.90720 0.89794 0.00668
H 8.08330 -0.25997 1.60803
H 6.82943 -0.09462 2.85637
H 8.89661 1.95489 2.13054
H 7.92521 1.74302 3.67530
H 5.64098 2.95343 0.69149
H 5.07450 2.07361 2.14017
C 1.98997 0.93418 -3.95273
C 1.84023 0.21184 -5.28484
C 0.89537 1.18659 -5.97999
O -0.02918 1.46855 -4.93859
C 0.56681 1.41140 -3.63658
H 2.63432 1.81252 -3.93411
H 2.37001 0.20143 -3.23670
H 1.28153 -0.71842 -5.16984
H 2.80801 0.08604 -5.76770
H 0.27773 0.79226 -6.78550
H 1.43097 2.08538 -6.30231
H -0.02966 0.65020 -3.12678
H 0.57725 2.39117 -3.15859
C -3.08430 0.20080 4.67879
C -1.63649 0.23465 5.19039
C -0.96312 -0.87280 4.35013
O -1.88543 -1.27402 3.33358
C -3.21016 -1.06428 3.87356
H -3.24497 1.08965 4.06805
H -3.83023 0.20490 5.47447
H -1.55163 0.07366 6.26294
H -1.21100 1.20350 4.93372
H -0.63032 -1.73690 4.93045
H -0.03538 -0.46304 3.95500
H -3.49932 -1.93946 4.46155
H -3.94084 -0.97970 3.06779
C -3.24603 -3.01181 -4.21074
C -2.99930 -1.51178 -4.10558
C -1.97579 -1.49322 -2.95966
O -2.41407 -2.56896 -2.10794
C -3.27464 -3.51007 -2.76858
H -2.45871 -3.47723 -4.80542
H -4.18268 -3.17039 -4.74764
H -3.87861 -0.91965 -3.84914
H -2.62182 -1.08976 -5.03638
H -1.90802 -0.57082 -2.38852
H -0.98678 -1.72458 -3.36183
H -4.29131 -3.46294 -2.37611
H -2.90723 -4.53613 -2.77671
*
```

Löwdin atomic charge list, values in e, 99 entries: 1.48, -0.65, 0.16, 0.19, 0.12, 0.55, -0.23, -0.28, -0.35, -0.65, 0.17, 0.16, 0.16, 0.53, -0.29, -0.32, -0.25, -0.13, -0.16, -0.18, -0.17, -0.14, 0.10, 0.12, 0.13, 0.11, 0.14, 0.12, 0.12, 0.09, -0.12, -0.14, -0.15, -0.17, -0.18, 0.12, 0.11, 0.11, 0.10, 0.12, 0.10, 0.11, 0.12, -0.17, -0.16, -0.20, -0.15, -0.18, 0.12, 0.12, 0.10, 0.12, 0.09, 0.12, 0.10, 0.12, -0.16, -0.17, -0.18, -0.15, -0.17, 0.08, 0.12, 0.12, 0.09, 0.13, 0.10, 0.12, 0.10, -0.16, -0.16, -0.18, -0.14, -0.21, 0.09, 0.11, 0.11, 0.11, 0.12, 0.12, 0.12, 0.09, -0.17, -0.16, -0.19, -0.16, -0.19, 0.12, 0.09, 0.10, 0.12, 0.12, 0.12, 0.09, 0.12, -0.15, -0.12, -0.19, -0.20

Relative stability in kcal/mol, measured from the most stable structure: one 13.7; two 0.0